Entry from the OMol25 dataset: a cluster of 9 separate species, C26H74N4O14 in total (ωB97M-V/def2-TZVPD).

Calculated values
Energy (Eh): -2307.222121
Strongest force on any atom (eV/Å): 1.800
SMILES: COC[C@H](C)N.COC[C@H](C)N.COC[C@H](C)N.COC[C@H](C)N.OCCO.OCCO.OCCO.OCCO.OCCO
LUMO energy (eV): 0.23
HOMO-LUMO gap (eV): 9.23
Relative energy (zero: lowest compared OMol25 entry of this formula, charge and spin) (kJ/mol): 410.2
HOMO energy (eV): -9.0

XYZ file:
```
118
C26H74N4O14, DFT ωB97M-V/def2-TZVPD
C 0.089 -1.123 -4.708
O 0.553 -1.586 -5.935
C -0.279 -2.587 -6.501
C 0.361 -3.089 -7.765
C -0.655 -3.660 -8.742
N 1.404 -4.094 -7.474
H 0.430 -0.099 -4.524
H 0.479 -1.710 -3.864
H -0.999 -1.063 -4.578
H -0.636 -3.351 -5.805
H -1.175 -2.021 -6.809
H 0.796 -2.189 -8.220
H -0.151 -4.216 -9.535
H -1.163 -2.834 -9.240
H -1.325 -4.379 -8.269
H 2.107 -4.086 -8.208
H 1.949 -3.740 -6.687
C 1.032 4.118 5.142
O 0.157 3.015 5.249
C 0.064 2.256 4.057
C -0.820 1.034 4.225
C -0.129 -0.048 5.035
N -1.200 0.526 2.905
H 1.909 3.946 5.775
H 0.488 5.013 5.439
H 1.441 4.269 4.137
H -0.295 2.928 3.264
H 1.066 1.919 3.733
H -1.721 1.367 4.751
H 0.200 0.399 5.978
H 0.773 -0.375 4.511
H -0.780 -0.892 5.254
H -0.416 0.381 2.268
H -1.798 1.226 2.476
C -3.526 -3.650 6.167
O -4.009 -2.967 5.026
C -3.304 -3.273 3.850
C -3.996 -2.643 2.650
C -3.421 -3.212 1.364
N -3.854 -1.180 2.631
H -2.466 -3.903 6.079
H -4.053 -4.612 6.256
H -3.757 -3.062 7.050
H -2.259 -2.920 3.903
H -3.225 -4.361 3.679
H -5.058 -2.892 2.736
H -3.855 -2.664 0.525
H -3.552 -4.285 1.252
H -2.356 -2.953 1.331
H -4.350 -0.828 3.447
H -2.868 -0.996 2.850
C 3.974 -0.415 2.013
O 4.932 -1.366 2.392
C 6.229 -0.795 2.589
C 7.216 -1.937 2.521
C 7.152 -2.905 3.708
N 8.559 -1.467 2.216
H 3.108 -0.999 1.709
H 4.293 0.166 1.132
H 3.800 0.333 2.795
H 6.414 -0.152 1.718
H 6.212 -0.185 3.500
H 6.861 -2.529 1.672
H 7.705 -3.812 3.463
H 6.107 -3.166 3.890
H 7.574 -2.475 4.619
H 8.895 -0.806 2.903
H 9.216 -2.223 2.098
O 0.254 0.225 0.484
C -0.755 0.550 -0.460
C -1.443 -0.721 -0.934
O -2.424 -0.390 -1.890
H 1.071 -0.037 0.040
H -1.490 1.035 0.193
H -0.459 1.275 -1.220
H -1.905 -1.158 -0.041
H -0.734 -1.494 -1.250
H -3.229 -0.424 -1.361
O -2.638 5.303 -1.766
C -3.372 4.874 -0.620
C -2.560 3.902 0.220
O -1.514 4.609 0.864
H -1.715 5.305 -1.481
H -3.619 5.784 -0.063
H -4.306 4.384 -0.912
H -2.105 3.207 -0.491
H -3.277 3.395 0.872
H -0.697 4.375 0.412
O -6.290 1.239 1.471
C -6.513 0.866 0.107
C -5.200 0.410 -0.466
O -4.688 -0.784 0.091
H -6.957 1.879 1.728
H -7.267 0.076 0.046
H -6.844 1.706 -0.516
H -4.445 1.209 -0.425
H -5.278 0.202 -1.539
H -4.583 -0.720 1.055
O 2.387 4.810 -3.357
C 0.964 4.744 -3.549
C 0.350 3.663 -2.694
O 0.186 4.067 -1.343
H 2.816 4.130 -3.886
H 0.564 5.711 -3.261
H 0.788 4.497 -4.600
H 0.885 2.704 -2.742
H -0.624 3.364 -3.093
H 1.044 4.235 -0.937
O 2.109 -0.755 -1.427
C 3.090 0.078 -2.020
C 3.831 -0.402 -3.253
O 4.711 0.611 -3.717
H 2.360 -1.677 -1.558
H 2.521 0.978 -2.268
H 3.850 0.381 -1.287
H 3.150 -0.695 -4.054
H 4.425 -1.303 -3.035
H 5.477 0.653 -3.138
```

Here are the Löwdin charges for atoms 1 to 8, given in e: -0.136 -0.183 -0.217 -0.453 -0.070 0.035 0.084 0.081

Entry from the OMol25 dataset: a structure of composition C26H75CdN3O22 (ωB97M-V/def2-TZVPD).

Calculated values
Energy (Eh): -3022.672060
Strongest force on any atom (eV/Å): 3.863
LUMO energy (eV): -0.46
HOMO-LUMO gap (eV): 7.48
HOMO energy (eV): -7.9

XYZ file:
```
127
C26H75CdN3O22, DFT ωB97M-V/def2-TZVPD
O -1.455 -0.892 -3.665
H -2.250 -0.651 -3.142
H -1.713 -1.664 -4.274
H -0.780 -1.290 -3.062
Cd -1.797 -1.995 5.186
C 0.606 -0.228 0.716
C -0.171 -0.664 -0.354
C -1.487 -1.367 -0.135
O -1.936 -2.197 -1.001
C -2.004 -1.493 1.136
C -1.295 -0.947 2.254
C 0.158 -0.305 2.050
O 0.895 -0.241 3.049
O -1.716 -0.963 3.422
O 0.244 -0.350 -1.494
H 1.486 0.389 0.587
H -2.867 -2.134 1.241
C -5.041 -3.884 3.218
C -4.915 -2.924 4.422
O -3.719 -2.921 5.106
H -4.283 -3.590 2.484
H -6.063 -3.912 2.855
H -4.633 -4.837 3.572
H -5.740 -3.226 5.084
H -5.209 -1.936 4.035
O 3.473 -2.004 0.616
H 4.000 -1.692 -0.129
H 2.568 -1.753 0.384
O -0.269 2.827 -0.538
H -1.051 2.394 -0.151
H 0.379 2.118 -0.622
O 3.052 -1.976 3.454
H 2.287 -1.429 3.223
H 3.375 -2.307 2.597
O -1.396 -3.885 3.972
H -2.056 -4.591 3.965
H -0.685 -4.188 3.392
O -2.227 -0.130 6.166
H -2.839 0.441 5.680
H -1.830 0.441 6.835
O 0.367 -1.788 5.111
H 1.227 -1.987 5.504
H 0.569 -1.230 4.316
O 2.772 0.852 4.636
H 2.742 0.732 3.684
H 2.045 0.323 4.960
O -2.628 1.398 0.209
H -2.704 0.554 0.682
H -3.453 1.860 0.396
O 3.008 -1.128 -2.311
H 2.240 -0.539 -2.329
H 3.684 -0.661 -2.820
O -0.551 -4.733 -1.120
H -0.748 -3.782 -1.054
H -0.370 -5.009 -0.218
C 0.120 2.686 5.612
O -0.372 3.453 4.561
C 0.242 3.272 3.270
C -0.255 4.462 2.441
N -1.705 4.680 2.636
C -2.125 6.049 2.427
C -3.626 6.130 2.112
O -4.432 6.391 3.287
C -3.993 5.942 4.525
H 0.213 1.620 5.388
H -0.431 2.839 6.547
H 1.073 3.045 6.026
H -0.101 2.274 2.995
H 1.331 3.332 3.348
H -0.117 4.227 1.383
H 0.194 5.439 2.641
H -1.990 4.323 3.535
H -1.581 6.528 1.608
H -1.874 6.726 3.257
H -3.912 5.161 1.702
H -3.851 6.888 1.366
H -3.562 4.932 4.593
H -4.899 5.800 5.122
H -3.288 6.614 5.024
C 3.487 2.474 0.657
O 4.304 2.016 -0.392
C 5.400 1.201 0.041
C 6.445 1.032 -1.087
N 5.840 0.647 -2.345
C 6.916 0.362 -3.293
C 6.324 0.010 -4.677
O 5.416 1.030 -4.972
C 4.631 0.837 -6.147
H 2.594 2.849 0.152
H 3.802 3.369 1.211
H 3.292 1.705 1.407
H 5.008 0.182 0.133
H 5.758 1.557 1.006
H 7.241 0.358 -0.777
H 6.895 2.038 -1.086
H 5.180 1.326 -2.694
H 7.525 -0.467 -2.934
H 7.532 1.262 -3.423
H 5.808 -0.945 -4.516
H 7.167 -0.044 -5.373
H 4.588 -0.232 -6.369
H 5.142 1.342 -6.971
H 3.652 1.272 -5.961
C -5.685 -1.220 -4.147
O -4.364 -1.712 -4.109
C -4.320 -3.123 -4.039
C -2.897 -3.679 -3.891
N -2.026 -3.209 -4.985
C -0.617 -3.707 -4.744
C 0.329 -3.110 -5.758
O 0.636 -1.754 -5.492
C 1.013 -1.115 -6.704
H -6.075 -1.173 -3.117
H -6.373 -1.944 -4.593
H -5.689 -0.197 -4.510
H -4.823 -3.634 -4.865
H -4.839 -3.475 -3.140
H -3.014 -4.771 -3.899
H -2.501 -3.539 -2.882
H -2.349 -3.627 -5.847
H -0.723 -4.772 -4.969
H -0.304 -3.603 -3.705
H -0.183 -3.171 -6.722
H 1.231 -3.726 -5.658
H 1.182 -0.058 -6.482
H 0.158 -1.044 -7.383
H 1.925 -1.531 -7.132
```

Here are the Löwdin charges for atoms 1 to 8, given in e: 0.221 0.155 0.091 0.118 1.391 0.001 -0.348 -0.351

Entry from the OMol25 dataset: a cluster of 10 separate species, C26H75N3O10 in total (ωB97M-V/def2-TZVPD).

Calculated values
Energy (Eh): -1952.121234
Strongest force on any atom (eV/Å): 3.332
SMILES: COC[C@H](C)N.COC[C@H](C)N.COC[C@H](C)N.CCO.CCO.CCO.CCO.CCO.CCO.CCO
LUMO energy (eV): 0.28
HOMO-LUMO gap (eV): 8.47
Relative energy (zero: lowest compared OMol25 entry of this formula, charge and spin) (kJ/mol): 64.3
HOMO energy (eV): -8.2

XYZ file:
```
114
C26H75N3O10, DFT ωB97M-V/def2-TZVPD
C 3.107 7.544 -0.594
O 3.268 6.389 0.182
C 2.795 5.242 -0.472
C 2.952 4.031 0.449
C 4.392 3.749 0.859
N 2.420 2.794 -0.125
H 3.828 7.600 -1.417
H 3.239 8.416 0.046
H 2.123 7.668 -1.064
H 1.736 5.337 -0.742
H 3.321 4.993 -1.409
H 2.311 4.147 1.329
H 4.740 4.496 1.578
H 5.028 3.821 -0.028
H 4.530 2.803 1.375
H 1.496 2.996 -0.517
H 2.941 2.517 -0.961
C 4.978 -0.840 2.725
O 5.511 0.088 1.805
C 4.741 0.217 0.606
C 4.874 -1.003 -0.282
C 6.305 -1.276 -0.760
N 4.000 -0.758 -1.459
H 4.044 -0.444 3.135
H 5.672 -0.900 3.561
H 4.863 -1.832 2.287
H 3.718 0.393 0.954
H 5.106 1.125 0.130
H 4.498 -1.903 0.210
H 6.648 -0.434 -1.370
H 6.315 -2.197 -1.343
H 7.037 -1.313 0.050
H 4.355 -1.414 -2.151
H 4.135 0.160 -1.872
C -5.820 -2.245 -5.230
O -5.756 -1.981 -3.846
C -4.651 -2.655 -3.234
C -4.414 -2.059 -1.853
C -4.173 -0.545 -1.915
N -3.285 -2.768 -1.275
H -4.901 -1.973 -5.754
H -6.648 -1.671 -5.646
H -6.066 -3.305 -5.370
H -5.018 -3.679 -3.124
H -3.715 -2.571 -3.792
H -5.304 -2.263 -1.251
H -3.333 -0.288 -2.563
H -4.010 -0.128 -0.920
H -5.066 -0.054 -2.315
H -3.004 -2.366 -0.385
H -2.451 -2.704 -1.851
C 0.839 -0.279 3.522
C 1.156 -1.711 3.146
O 0.049 -2.189 2.373
H -0.085 -0.233 4.105
H 0.675 0.393 2.678
H 1.643 0.160 4.117
H 1.354 -2.320 4.028
H 2.013 -1.693 2.461
H 0.292 -3.073 2.030
C -1.261 -1.644 -5.401
C -0.342 -1.336 -4.237
O -0.856 -1.847 -3.023
H -2.299 -1.399 -5.165
H -1.284 -2.724 -5.571
H -0.965 -1.128 -6.311
H -0.208 -0.250 -4.139
H 0.679 -1.690 -4.427
H -0.312 -1.513 -2.296
C -1.843 2.760 1.109
C -0.644 3.626 1.468
O -0.542 4.736 0.593
H -1.851 2.556 0.042
H -2.747 3.322 1.372
H -1.914 1.855 1.714
H 0.230 2.972 1.391
H -0.652 3.951 2.515
H -1.234 5.364 0.818
C -0.654 -0.162 0.079
C 0.849 -0.477 0.131
O 1.217 -1.043 -1.134
H -0.920 0.183 1.084
H -1.214 -1.074 -0.126
H -0.929 0.588 -0.660
H 1.002 -1.171 0.971
H 1.459 0.408 0.341
H 2.188 -0.853 -1.233
C -4.667 -2.397 2.342
C -3.165 -2.467 2.507
O -2.538 -1.600 1.562
H -5.018 -1.381 2.541
H -5.183 -3.014 3.081
H -5.034 -2.712 1.366
H -2.785 -3.485 2.357
H -2.840 -2.224 3.524
H -1.579 -1.654 1.738
C -4.409 2.466 3.349
C -3.414 1.358 3.001
O -3.450 1.145 1.597
H -4.168 3.358 2.781
H -4.481 2.641 4.422
H -5.373 2.040 3.061
H -3.566 0.456 3.606
H -2.385 1.635 3.285
H -3.180 0.214 1.492
C 0.409 -3.891 -0.675
C 1.736 -4.017 0.066
O 1.471 -4.377 1.424
H -0.115 -3.006 -0.317
H -0.183 -4.795 -0.561
H 0.638 -3.745 -1.732
H 2.314 -3.087 -0.037
H 2.386 -4.787 -0.371
H 2.277 -4.697 1.839
```

Here are the Löwdin charges for atoms 1 to 8, given in e: -0.123 -0.161 -0.223 -0.427 -0.051 0.037 0.087 0.087